Computed, not measured: 6 unconnected molecules or ions with the total composition C20H42Br2N3O13 in a non-equilibrium geometry, with ωB97M-V/def2-TZVPD.

Output
- Orbital gap: 6.39 eV
- LUMO: 0.0757 Eh
- Highest occupied orbital energy: -4.3 eV
- Energy relative to the best compared isomer or geometry (same formula, charge and spin): 233.2 kJ/mol
- Maximum force: 4.43 eV/A

Geometry as ORCA input:
```
! RIJCOSX wB97M-V def2-TZVPD def2/J DEFGRID3
* xyz -1 1
Br 1.55 1.43 -7.39
Br 2.13 -3.13 -7.87
O -0.21 -8.87 -6.22
O 0.86 -1.94 -1.20
O 1.19 -7.70 0.78
O -1.10 -1.77 -0.48
O 0.42 -1.31 0.81
O -0.77 -8.81 1.05
O -2.16 -7.73 -6.13
O -6.36 2.31 -0.73
O -0.10 -7.24 2.46
O 4.23 5.03 0.29
O 5.95 6.14 4.86
O -0.62 -7.21 -4.67
O -4.52 1.14 4.28
N -3.96 1.83 1.25
N 0.10 -1.68 -0.28
N 4.95 4.02 2.89
C 2.09 -0.34 -7.96
C 1.60 -6.47 1.18
C 3.47 5.39 -0.83
C -0.01 -7.98 1.35
C 5.77 6.89 6.06
C 5.96 4.71 5.07
C 0.84 -6.16 2.46
C 1.58 -1.40 -7.07
C -1.73 -6.52 -4.21
C 4.17 3.62 0.56
C -5.21 0.80 3.20
C -4.12 2.78 0.12
C -2.61 -6.59 -5.48
C -4.84 0.30 5.37
C 6.20 4.01 3.64
C -4.96 2.31 -1.16
C -0.94 -8.01 -5.72
C -5.24 1.79 2.03
C -7.31 1.78 -1.64
C 5.20 3.29 1.65
H -2.19 -6.94 -3.31
H 4.72 4.97 2.62
H 1.41 -6.18 3.39
H 2.69 -6.48 1.17
H -2.46 -5.69 -6.08
H 0.49 -1.37 -6.97
H -5.87 0.44 5.71
H 5.76 7.95 5.78
H -7.09 2.09 -2.67
H 4.39 3.06 -0.35
H 6.22 3.45 1.32
H -3.68 -6.67 -5.26
H 7.02 4.45 3.07
H -4.27 0.64 6.23
H -4.43 3.79 0.39
H 6.48 2.99 3.88
H 0.22 -5.27 2.38
H 1.33 -5.86 0.32
H 6.63 6.58 6.65
H 5.09 4.29 5.58
H -3.72 0.92 0.87
H -4.94 -0.19 2.82
H -4.80 3.05 -1.94
H -3.15 2.97 -0.35
H -4.65 -0.77 5.22
H 3.46 6.42 -1.19
H 1.81 -0.50 -9.00
H -6.26 0.82 3.49
H 5.16 2.24 1.95
H 3.87 4.79 -1.64
H -8.37 2.01 -1.49
H 2.04 -1.23 -6.09
H 3.15 3.46 0.92
H 4.87 6.69 6.63
H 2.39 5.25 -0.77
H -7.22 0.70 -1.65
H 6.81 4.36 5.65
H -5.42 2.79 2.45
H -6.07 1.64 1.34
H -4.66 1.29 -1.41
H -1.45 -5.48 -4.03
H 3.18 -0.22 -7.96
*
```